Entry 1:
{
  "formula": "C4H12N2O",
  "method": "ωB97M-V with the def2-TZVPD basis set",
  "species": ["C", "C", "C", "C", "N", "N", "O", "H", "H", "H", "H", "H", "H", "H", "H", "H", "H", "H", "H"],
  "coordinates": [[-0.6859, 0.7614, -0.3912], [0.1986, -0.3970, 0.1269], [1.6451, -0.3134, -0.3642], [-0.3672, -1.7672, -0.2508], [-0.1632, 2.0194, 0.1484], [-2.1085, 0.6452, -0.1001], [2.1384, 0.8656, -0.5362], [1.5177, 1.6097, -0.2895], [-0.5890, 0.8171, -1.4827], [0.2330, -0.3191, 1.2229], [-0.6832, 2.7998, -0.2402], [-0.2992, 2.0417, 1.1559], [-2.2582, 0.3788, 0.8684], [-2.5532, -0.0488, -0.6874], [2.6034, -1.3038, 0.5311], [2.8649, -1.4508, 1.3361], [-0.5022, -1.8344, -1.3299], [0.3323, -2.5443, 0.0486], [-1.3236, -1.9601, 0.2339]],
  "forces_ev_per_a": [[-0.040, -0.042, 0.188], [-0.201, 0.478, 0.022], [-0.201, -0.285, -1.069], [0.139, 0.168, 0.134], [0.156, 0.019, -0.024], [-0.023, 0.028, -0.083], [0.078, 0.282, 0.127], [-0.262, -0.121, 0.116], [0.003, -0.047, 0.102], [0.001, 0.019, 0.026], [-0.007, -0.058, 0.052], [0.025, 0.009, -0.063], [-0.009, -0.038, -0.069], [-0.011, -0.026, 0.036], [0.623, -0.384, 1.727], [-0.302, 0.073, -1.112], [0.004, -0.038, -0.079], [0.040, -0.041, -0.024], [-0.013, 0.004, -0.005]],
  "mulliken_charge": [-0.436, 0.638, -0.451, -1.413, -0.579, -0.670, -0.345, 0.469, 0.443, 0.268, 0.254, 0.240, 0.263, 0.295, -0.350, 0.272, 0.349, 0.383, 0.373],
  "homo_lumo_gap_ev": 8.12,
  "e_homo_ev": -7.454,
  "total_energy_ha": -344.22129,
  "e_above_lowest_kcal_mol": 102.7,
  "e_lumo_ev": 0.66,
  "mol_weight_g_mol": 104.15
}

Entry 2:
{
  "formula": "C4H12N2O",
  "method": "ωB97M-V with the def2-TZVPD basis set",
  "species": ["C", "N", "C", "C", "N", "C", "O", "H", "H", "H", "H", "H", "H", "H", "H", "H", "H", "H", "H"],
  "coordinates": [[-1.3998, -0.0482, -2.8858], [-0.4641, 0.5350, -1.8244], [0.1342, -0.4006, -0.9073], [0.3498, 0.1542, 0.5519], [-0.8874, 0.9844, 0.8784], [0.7479, -0.8459, 1.5249], [1.6510, -0.2265, 2.5418], [-1.9917, 0.7487, -3.4683], [-0.6986, -0.4636, -3.6077], [-2.1164, -0.7080, -2.5002], [-1.1565, 0.9029, -1.2265], [0.9148, -1.0307, -1.4064], [-0.5484, -1.2212, -0.7323], [1.1321, 0.9244, 0.5259], [-0.9619, 0.8453, 1.8919], [-0.5573, 1.9365, 0.8781], [1.2112, -1.7998, 1.1622], [-0.1381, -1.1768, 2.1671], [2.1704, -0.9391, 2.9020]],
  "forces_ev_per_a": [[2.259, 2.259, -0.968], [-1.253, 0.330, -1.013], [-0.005, -2.304, 0.049], [0.066, 2.742, -3.379], [0.985, -1.280, 1.397], [-0.045, -1.830, 3.744], [-0.841, -0.159, -1.470], [1.161, -0.727, 1.217], [-0.531, -0.636, -0.237], [-0.813, -1.413, 0.631], [-0.739, 1.507, 0.956], [0.436, 1.240, 0.699], [-1.013, -0.569, 0.284], [0.379, -0.532, -0.160], [-0.603, -0.085, -0.236], [-0.114, 0.458, -0.430], [-0.287, 1.067, -0.242], [0.694, 0.207, -1.124], [0.264, -0.275, 0.280]],
  "mulliken_charge": [-0.880, -0.467, -1.037, 0.458, -0.851, -0.705, -0.507, 0.277, 0.314, 0.357, 0.370, 0.422, 0.381, 0.354, 0.282, 0.273, 0.380, 0.278, 0.301],
  "homo_lumo_gap_ev": 9.73,
  "e_homo_ev": -8.864,
  "smiles": "CNC[C@@H](N)CO",
  "total_energy_ha": -344.28377,
  "e_above_lowest_kcal_mol": 63.5,
  "e_lumo_ev": 0.87,
  "mol_weight_g_mol": 104.15
}

Entry 3:
{
  "formula": "C4H12N2O",
  "method": "ωB97M-V with the def2-TZVPD basis set",
  "species": ["C", "N", "C", "C", "N", "C", "O", "H", "H", "H", "H", "H", "H", "H", "H", "H", "H", "H", "H"],
  "coordinates": [[0.2445, -0.9057, 2.7746], [0.3358, 0.1251, 1.7066], [-0.0214, -0.4884, 0.4531], [0.1393, 0.4500, -0.7630], [-0.9443, 1.4730, -0.6558], [0.1870, -0.3657, -2.0367], [0.5309, 0.3147, -3.1467], [0.7950, -1.8088, 2.5044], [-0.7692, -1.2215, 3.0071], [0.8054, -0.3976, 3.6311], [-0.1208, 0.9998, 1.8904], [0.7637, -1.3916, 0.2414], [-0.9912, -0.8265, 0.3725], [1.0543, 1.0376, -0.5826], [-1.8364, 1.1868, -0.9622], [-0.7344, 2.3679, -1.1440], [1.0474, -1.1380, -1.9068], [-0.7774, -0.7160, -2.3147], [0.2916, 1.3048, -3.0689]],
  "forces_ev_per_a": [[1.324, 2.272, 0.760], [0.501, -2.009, -0.175], [4.184, -0.151, -1.654], [-0.508, 0.770, 1.485], [1.725, 1.269, -0.423], [1.691, -1.085, 1.637], [0.951, 4.680, -2.580], [0.147, 0.260, -0.210], [-0.254, 0.145, 0.331], [-1.148, -1.175, -0.555], [-0.478, -0.007, 0.114], [-2.003, 1.859, 0.735], [-2.443, -1.337, 0.243], [0.021, -0.418, -0.429], [-1.085, -0.713, -0.421], [-0.069, -1.060, 0.548], [-1.937, 0.672, -0.101], [-1.093, -1.551, 0.839], [0.474, -2.420, -0.142]],
  "mulliken_charge": [-0.839, -0.340, -0.675, -0.034, -0.586, -0.374, -0.506, 0.304, 0.283, 0.308, 0.249, 0.278, 0.340, 0.337, 0.211, 0.238, 0.267, 0.252, 0.286],
  "homo_lumo_gap_ev": 9.49,
  "e_homo_ev": -8.658,
  "smiles": "CNC[C@H](N)CO",
  "total_energy_ha": -344.29227,
  "e_above_lowest_kcal_mol": 58.2,
  "e_lumo_ev": 0.83,
  "mol_weight_g_mol": 104.15
}